No. 1
Formula: C16H16N2O5
Source: the OMol25 dataset
Level of theory: ωB97M-V/def2-TZVPD

Each line ends with the natural charge from an NBO analysis.
Element x y z (Å)
C -3.44992 -2.80526 0.88868  -0.638
C -3.18228 -2.60394 -0.59947  -0.063
O -1.89526 -2.06729 -0.85336  -0.498
C -1.65628 -0.74469 -0.67077  0.323
C -2.60006 0.20802 -0.29910  -0.266
C -2.24110 1.53545 -0.15318  -0.174
C -0.93054 1.94605 -0.36871  -0.189
C -0.46324 3.34278 -0.19195  0.577
C -1.52443 4.41317 -0.11168  -0.717
O 0.71600 3.60395 -0.11167  -0.534
C 0.01227 0.98880 -0.75091  -0.138
C -0.32889 -0.33695 -0.89889  -0.108
C 0.67734 -1.38320 -1.31163  -0.087
O 2.02023 -0.95278 -1.26410  -0.455
C 2.59304 -0.69273 -0.08480  0.302
C 1.97554 -0.80535 1.16765  -0.260
C 2.70023 -0.54114 2.31347  -0.205
C 4.03842 -0.18070 2.20165  0.008
N 4.63456 -0.07663 1.03459  -0.349
C 3.94908 -0.30911 -0.06397  0.191
N 4.70881 -0.14726 -1.29306  0.515
O 5.89469 -0.36674 -1.23421  -0.348
O 4.10745 0.19384 -2.28637  -0.363
H -2.69374 -3.45965 1.31514  0.216
H -4.42605 -3.26203 1.02442  0.220
H -3.42647 -1.85841 1.42278  0.213
H -3.17229 -3.57128 -1.10882  0.198
H -3.95751 -1.98063 -1.05913  0.175
H -3.62577 -0.07298 -0.12081  0.213
H -2.99774 2.24297 0.14711  0.217
H -2.07761 4.31258 0.82020  0.230
H -2.21955 4.32438 -0.94277  0.227
H -1.04874 5.39010 -0.13252  0.241
H 1.02314 1.31908 -0.93919  0.249
H 0.51601 -1.64992 -2.36100  0.222
H 0.53573 -2.29105 -0.70945  0.196
H 0.93564 -1.08256 1.23848  0.233
H 2.23069 -0.61417 3.28175  0.224
H 4.64862 0.03527 3.06562  0.201

Force components x, y, z for each atom (eV/Å):
0.21 0.14 -0.35
-0.38 -0.23 0.22
0.29 0.19 -0.06
0.22 0.36 0.04
-0.20 -0.39 -0.04
0.33 0.18 -0.06
0.07 -0.49 -0.07
-0.18 0.26 0.08
0.27 0.18 -0.01
-0.02 0.01 -0.05
-0.18 0.04 0.00
-0.02 -0.17 -0.03
-0.40 -0.30 0.00
-0.05 0.12 -0.13
0.53 0.08 0.33
0.08 -0.02 -0.25
0.16 0.01 -0.13
-0.33 -0.04 0.23
0.13 0.03 -0.57
-0.76 -0.10 1.03
0.48 -0.06 -0.42
0.29 -0.09 -0.06
-0.19 0.24 -0.29
0.04 -0.07 0.05
-0.12 -0.05 0.04
-0.04 0.05 0.08
-0.07 0.17 0.02
0.11 -0.06 -0.03
-0.08 -0.07 0.03
-0.08 0.09 0.01
-0.12 -0.01 0.06
-0.12 -0.01 -0.03
0.02 -0.01 0.01
0.11 0.00 0.01
0.03 -0.06 0.18
0.08 0.10 -0.10
-0.06 -0.03 -0.02
-0.04 -0.01 0.09
-0.01 0.01 0.15

Output
HOMO: -0.334 Ha
LUMO energy: -0.09 eV
SMILES: CCOc1ccc(C(C)=O)cc1COc1cccnc1[N+](=O)[O-]
Calculated total energy: -30065.8117 eV
Energy relative to the best compared isomer or geometry (same formula, charge and spin): 4.838 eV
Spin multiplicity: 1

=====

No. 2
Formula: C16H16N2O6ReS2
Source: the OMol25 dataset
Level of theory: ωB97M-V/def2-TZVPD

Each line ends with the natural charge from an NBO analysis.
Element x y z (Å)
Re -0.43108 1.65909 -0.45958  0.885
O -1.17149 -0.17637 -2.62044  -0.193
N -2.14024 -0.54108 -2.07263  0.327
C -3.21663 -1.21061 -2.05193  -0.054
C -4.29826 -1.12736 -1.05689  -0.178
C -4.33464 -0.95696 0.26583  -0.186
C -3.21007 -0.89510 1.24403  0.028
C -1.88147 -0.29622 0.73184  0.049
S -0.69101 0.78201 1.62520  0.020
H -3.40016 -1.79634 -2.95215  0.278
H -5.26260 -1.25534 -1.53672  0.264
H -5.32007 -0.91889 0.71246  0.261
H -3.53001 -0.63416 2.24794  0.255
O -2.49536 -2.21841 1.28651  -0.366
C -1.44714 -1.75759 0.68217  0.570
O -1.96512 0.46480 -0.42337  -0.622
C -0.35968 -2.56228 0.27875  -0.157
C 0.74235 -2.00087 -0.39185  -0.118
C 1.78462 -2.81101 -0.78274  -0.202
C 1.71047 -4.16418 -0.49256  0.141
C 0.64018 -4.75169 0.16473  -0.203
C -0.40673 -3.94653 0.55260  -0.094
N 2.84684 -5.03365 -0.91175  0.515
O 2.70899 -6.21989 -0.73942  -0.314
O 3.80331 -4.47248 -1.39222  -0.328
H 0.77208 -0.93742 -0.59125  0.237
H 2.65278 -2.42553 -1.29684  0.277
H 0.64817 -5.81517 0.35546  0.287
H -1.25951 -4.36895 1.06685  0.251
O 0.69211 3.08408 -1.08794  -0.959
S 1.40539 4.49898 -0.94019  1.250
C 3.03398 4.02654 -0.33368  -0.568
C 2.82703 3.66354 1.13041  -0.418
C 1.94915 4.77298 1.70730  -0.421
C 0.84242 5.07724 0.68575  -0.577
H 3.65145 4.92017 -0.45884  0.269
H 3.41456 3.24024 -0.98438  0.275
H 3.78582 3.59613 1.64237  0.266
H 2.34048 2.68921 1.21239  0.215
H 2.54576 5.66885 1.87728  0.239
H 1.50623 4.48966 2.66041  0.255
H 0.60132 6.13462 0.58646  0.278
H -0.08426 4.52592 0.86064  0.264

Force components x, y, z for each atom (eV/Å):
0.29 0.27 0.23
0.09 -0.10 -0.28
0.00 0.07 0.27
-0.17 -0.05 -0.03
-0.03 0.05 0.02
0.00 -0.02 0.07
-0.02 0.18 0.07
0.14 0.08 -0.08
-0.10 -0.08 -0.12
0.08 0.01 -0.03
0.02 0.00 -0.04
0.00 0.00 -0.01
0.04 0.00 0.01
0.06 -0.07 -0.05
-0.04 0.08 0.12
-0.17 -0.18 -0.22
0.07 -0.15 -0.05
-0.07 0.06 0.02
0.08 -0.05 -0.02
-0.08 0.10 0.03
0.03 -0.06 -0.01
-0.03 0.07 0.00
-0.01 -0.03 -0.04
0.00 0.01 0.02
0.01 0.01 0.00
0.00 -0.02 0.01
0.00 0.00 0.00
0.00 0.00 0.00
0.01 -0.01 0.00
-0.19 -0.22 0.09
0.04 0.11 0.03
-0.04 -0.06 0.02
0.00 0.04 0.03
0.01 -0.04 0.00
0.02 -0.01 0.01
-0.01 0.02 -0.02
0.00 0.02 -0.02
0.00 -0.01 -0.01
0.00 0.00 -0.01
-0.01 0.01 -0.01
0.01 0.01 0.00
-0.02 0.00 -0.02
-0.01 0.00 -0.01

Output
Net charge: +2
HOMO (alpha / beta): -0.528 / -0.526 Ha
LUMO energy (alpha / beta): -8.04 / -8.02 eV
Calculated total energy: -55890.1433 eV
Energy relative to the best compared isomer or geometry (same formula, charge and spin): 1.812 eV
Spin multiplicity: 2

=====

No. 3
Formula: C16H16N4O6PS2SeV
Source: the OMol25 dataset
Level of theory: ωB97M-V/def2-TZVPD

Each line ends with the Löwdin spin population.
Element x y z (Å)
V -0.00854 -0.95015 -0.83401  1.975
C 3.59038 3.87177 -3.30091  0.000
C 2.63390 3.42390 -2.22311  -0.001
O 2.85394 2.01779 -1.99618  0.003
P 1.93817 1.23221 -0.95269  0.006
S 2.46340 -0.67790 -0.95953  0.010
S -0.00871 1.43732 -1.36527  -0.004
O 2.18724 1.96457 0.43895  0.002
C 3.35609 1.66267 1.24165  0.000
C 2.99313 0.70918 2.35479  0.000
H 3.44875 4.93441 -3.50173  0.000
H 3.41242 3.31636 -4.22095  0.000
H 4.62257 3.70984 -2.99123  0.000
H 1.59515 3.57017 -2.52732  -0.001
H 2.80046 3.96337 -1.28819  0.000
H 3.69145 2.62540 1.62682  0.000
H 4.14154 1.25164 0.60383  0.000
H 2.14382 1.08836 2.92328  0.001
H 3.84277 0.58836 3.02920  0.000
H 2.73391 -0.26886 1.95128  0.000
O -6.63177 -2.90883 -1.99231  0.001
C -6.36165 -1.80220 -1.50053  0.001
O -7.08615 -0.86659 -1.11733  0.001
C -4.83827 -1.52940 -1.33876  0.009
C -4.38972 -0.33217 -0.79655  -0.001
C -3.03500 -0.10328 -0.66322  0.008
N -2.12025 -0.99835 -1.04653  -0.002
C -2.54956 -2.15344 -1.58720  0.009
C -3.88401 -2.45830 -1.74190  -0.001
C -1.43166 -3.04632 -2.03881  0.006
O -1.59659 -4.13731 -2.51278  0.001
O -0.24063 -2.47231 -1.87045  -0.002
H -5.12555 0.39990 -0.49287  0.000
H -2.65701 0.82458 -0.25282  0.000
H -4.19507 -3.39706 -2.17835  0.000
Se 1.97041 -3.88219 2.33239  0.203
N 1.40990 -2.92068 3.74731  0.205
C 0.67545 -1.92786 3.26828  -0.008
C 0.01567 -0.93497 4.01488  0.204
C -0.70362 0.04198 3.32319  0.038
C -0.76004 0.04462 1.94766  0.177
N -0.13899 -0.89026 1.17756  0.071
C 0.54727 -1.88725 1.81422  -0.019
N 1.12735 -2.83485 1.12672  0.092
H 0.07347 -0.94738 5.09430  0.011
H -1.22396 0.82370 3.85963  -0.003
H -1.28188 0.82580 1.41557  0.010

Force components x, y, z for each atom (eV/Å):
0.02 -0.04 0.18
0.00 0.00 0.00
-0.01 0.01 0.00
0.03 0.00 0.02
0.10 -0.16 -0.11
0.02 0.18 -0.01
-0.05 -0.04 -0.01
-0.04 -0.01 0.03
0.00 0.01 -0.01
0.00 0.00 0.00
0.00 0.00 0.00
0.00 0.00 0.00
0.00 0.00 0.00
0.00 0.00 0.00
0.00 0.00 0.00
0.00 0.00 0.00
0.01 0.00 0.00
0.00 0.00 0.00
0.00 0.00 0.00
0.00 0.00 0.00
-0.01 0.00 0.01
0.03 0.01 -0.02
-0.01 0.00 0.01
-0.02 0.00 0.01
0.00 0.00 -0.01
0.01 0.00 0.00
-0.08 -0.03 0.02
-0.03 0.13 0.05
0.01 -0.01 -0.01
0.14 -0.04 -0.08
-0.02 0.00 -0.01
-0.04 -0.06 -0.05
0.00 0.00 0.00
0.00 0.00 0.00
0.00 0.00 0.00
-0.01 -0.03 0.00
0.02 0.04 0.00
0.00 -0.04 0.00
0.00 0.00 0.01
0.00 0.00 -0.01
0.01 -0.01 0.03
-0.07 0.08 -0.01
0.00 0.01 -0.02
0.00 0.03 -0.01
0.00 0.00 0.00
0.00 0.00 0.00
0.00 0.00 0.00

Output
Net charge: -1
HOMO (alpha / beta): -0.153 / -0.205 Ha
LUMO energy (alpha / beta): 1.67 / 1.42 eV
Calculated total energy: -157097.7630 eV
Energy relative to the best compared isomer or geometry (same formula, charge and spin): 0.342 eV
Spin multiplicity: 4

=====

No. 4
Formula: C16H16N6
Source: the OMol25 dataset
Level of theory: ωB97M-V/def2-TZVPD

Each line ends with the natural charge from an NBO analysis.
Element x y z (Å)
C -2.33530 2.42455 -1.08247  -0.606
C -1.04866 2.79993 -0.31088  -0.396
C 0.22593 2.11525 -0.75537  -0.214
N 0.29435 0.72510 -0.14333  -0.254
C 0.65007 0.54175 1.16594  0.455
N 0.64926 -0.79744 1.62491  -0.589
C 1.32745 -1.06784 2.82382  0.285
N 1.35617 -0.23892 3.74535  -0.414
C 1.00522 1.06676 3.43745  0.316
N 1.15304 2.07447 4.20401  -0.487
C 1.03010 3.18195 3.39229  0.203
N 0.87664 2.94576 2.11061  -0.498
C 0.71967 1.55986 2.12336  -0.076
N 0.64221 -0.45230 -0.88933  -0.243
C 1.86601 -0.63865 -1.41846  0.000
C 1.94238 -1.90955 -1.88961  -0.297
C 0.68335 -2.57447 -1.69621  -0.144
C 0.17084 -3.78931 -2.08008  -0.164
C -1.19080 -4.09035 -1.93282  -0.219
C -2.07629 -3.11652 -1.35194  -0.202
C -1.52691 -1.83661 -0.96857  -0.266
C -0.15487 -1.66908 -1.16725  0.190
H -2.23155 2.58324 -2.17527  0.199
H -3.20619 3.04687 -0.72325  0.220
H -2.45191 1.37548 -0.98842  0.197
H -0.87719 3.76062 -0.27865  0.208
H -1.13881 2.51168 0.67654  0.218
H 0.26467 2.05659 -1.81361  0.213
H 1.08246 2.80571 -0.56326  0.233
H 0.24857 -1.52326 1.07814  0.432
H 1.67821 -2.07783 2.88559  0.186
H 1.03583 4.22623 3.68519  0.190
H 2.65910 0.05075 -1.39931  0.227
H 2.72615 -2.39589 -2.36433  0.222
H 0.75444 -4.58035 -2.51161  0.214
H -1.51316 -4.93219 -2.41787  0.212
H -3.13487 -3.14986 -1.32687  0.218
H -2.15563 -1.01213 -0.70444  0.228

Force components x, y, z for each atom (eV/Å):
0.56 1.64 -0.37
-1.06 -4.40 -1.78
0.32 -0.04 0.33
0.76 -1.23 -1.02
-1.86 0.24 0.70
1.72 2.63 0.46
-2.39 -1.15 -2.10
1.07 1.77 1.96
-0.11 -0.76 -1.26
0.38 2.53 2.49
0.01 -0.39 -0.26
-0.97 -1.11 -0.40
1.40 -1.74 -1.10
-2.32 0.77 -0.76
0.44 -2.04 -0.36
-0.51 -0.13 0.27
1.67 -0.10 -0.83
-1.57 -1.58 -0.06
0.76 3.60 1.35
2.62 1.93 -0.27
-0.08 -2.43 -0.93
-1.53 4.19 2.20
0.02 0.24 0.51
0.81 -1.04 -0.30
-0.76 -1.03 0.35
0.74 5.26 -0.08
-0.63 -0.41 2.21
-0.19 -0.85 -1.13
-0.27 -1.11 0.75
0.16 -0.51 -0.62
0.13 -0.48 0.40
0.28 -0.33 0.63
0.50 1.02 0.19
1.55 -0.39 -0.68
0.53 0.06 -0.28
-1.10 -2.15 -0.61
-0.78 -0.68 0.00
-0.26 0.20 0.40

Output
HOMO: -0.312 Ha
LUMO energy: 0.25 eV
SMILES: CCCN(c1[nH]cnc2ncnc1-2)n1ccc2ccccc21
Calculated total energy: -25789.1156 eV
Energy relative to the best compared isomer or geometry (same formula, charge and spin): 2.036 eV
Spin multiplicity: 1

=====

Copy entry 4 word for word.
Formula: C16H16N6
Source: the OMol25 dataset
Level of theory: ωB97M-V/def2-TZVPD

Each line ends with the natural charge from an NBO analysis.
Element x y z (Å)
C -2.33530 2.42455 -1.08247  -0.606
C -1.04866 2.79993 -0.31088  -0.396
C 0.22593 2.11525 -0.75537  -0.214
N 0.29435 0.72510 -0.14333  -0.254
C 0.65007 0.54175 1.16594  0.455
N 0.64926 -0.79744 1.62491  -0.589
C 1.32745 -1.06784 2.82382  0.285
N 1.35617 -0.23892 3.74535  -0.414
C 1.00522 1.06676 3.43745  0.316
N 1.15304 2.07447 4.20401  -0.487
C 1.03010 3.18195 3.39229  0.203
N 0.87664 2.94576 2.11061  -0.498
C 0.71967 1.55986 2.12336  -0.076
N 0.64221 -0.45230 -0.88933  -0.243
C 1.86601 -0.63865 -1.41846  0.000
C 1.94238 -1.90955 -1.88961  -0.297
C 0.68335 -2.57447 -1.69621  -0.144
C 0.17084 -3.78931 -2.08008  -0.164
C -1.19080 -4.09035 -1.93282  -0.219
C -2.07629 -3.11652 -1.35194  -0.202
C -1.52691 -1.83661 -0.96857  -0.266
C -0.15487 -1.66908 -1.16725  0.190
H -2.23155 2.58324 -2.17527  0.199
H -3.20619 3.04687 -0.72325  0.220
H -2.45191 1.37548 -0.98842  0.197
H -0.87719 3.76062 -0.27865  0.208
H -1.13881 2.51168 0.67654  0.218
H 0.26467 2.05659 -1.81361  0.213
H 1.08246 2.80571 -0.56326  0.233
H 0.24857 -1.52326 1.07814  0.432
H 1.67821 -2.07783 2.88559  0.186
H 1.03583 4.22623 3.68519  0.190
H 2.65910 0.05075 -1.39931  0.227
H 2.72615 -2.39589 -2.36433  0.222
H 0.75444 -4.58035 -2.51161  0.214
H -1.51316 -4.93219 -2.41787  0.212
H -3.13487 -3.14986 -1.32687  0.218
H -2.15563 -1.01213 -0.70444  0.228

Force components x, y, z for each atom (eV/Å):
0.56 1.64 -0.37
-1.06 -4.40 -1.78
0.32 -0.04 0.33
0.76 -1.23 -1.02
-1.86 0.24 0.70
1.72 2.63 0.46
-2.39 -1.15 -2.10
1.07 1.77 1.96
-0.11 -0.76 -1.26
0.38 2.53 2.49
0.01 -0.39 -0.26
-0.97 -1.11 -0.40
1.40 -1.74 -1.10
-2.32 0.77 -0.76
0.44 -2.04 -0.36
-0.51 -0.13 0.27
1.67 -0.10 -0.83
-1.57 -1.58 -0.06
0.76 3.60 1.35
2.62 1.93 -0.27
-0.08 -2.43 -0.93
-1.53 4.19 2.20
0.02 0.24 0.51
0.81 -1.04 -0.30
-0.76 -1.03 0.35
0.74 5.26 -0.08
-0.63 -0.41 2.21
-0.19 -0.85 -1.13
-0.27 -1.11 0.75
0.16 -0.51 -0.62
0.13 -0.48 0.40
0.28 -0.33 0.63
0.50 1.02 0.19
1.55 -0.39 -0.68
0.53 0.06 -0.28
-1.10 -2.15 -0.61
-0.78 -0.68 0.00
-0.26 0.20 0.40

Output
HOMO: -0.312 Ha
LUMO energy: 0.25 eV
SMILES: CCCN(c1[nH]cnc2ncnc1-2)n1ccc2ccccc21
Calculated total energy: -25789.1156 eV
Energy relative to the best compared isomer or geometry (same formula, charge and spin): 2.036 eV
Spin multiplicity: 1

=====

- Among the records above, which one has the highest calculated total energy?
  C16H16N6